(1)
DFT (ωB97M-V with the def2-TZVPD basis set) results for a 2-piece molecular cluster, C4H11NO2 overall in a non-equilibrium geometry.

Cartesian coordinates (Å):
O  0.441  -1.537  1.554
C  -0.152  -0.472  1.467
N  0.569  0.799  1.806
O  1.950  0.588  1.997
H  -1.235  -0.334  1.585
H  0.158  1.410  2.510
H  2.024  -0.391  1.905
C  0.676  -0.749  -1.466
C  -0.109  0.376  -0.817
C  -1.599  0.319  -1.121
H  0.385  -1.711  -1.035
H  1.750  -0.621  -1.315
H  0.482  -0.810  -2.543
H  0.267  1.328  -1.236
H  0.357  0.890  0.310
H  -1.798  0.336  -2.198
H  -2.122  1.176  -0.684
H  -2.041  -0.597  -0.719

Computed properties:
Spin multiplicity: 1
Electronic energy: -9907.2225 eV
SMILES: O=CNO.CCC
Gap between HOMO and LUMO: 0.336 Eh
LUMO level: 0.752 eV

(2)
DFT (ωB97M-V with the def2-TZVPD basis set) results for a 3-piece molecular cluster, C4H11NO2 overall in a non-equilibrium geometry.

Cartesian coordinates (Å):
C  1.555  2.220  -0.401
C  1.800  1.037  0.171
C  0.835  -0.066  0.257
C  -0.168  -0.288  -0.611
N  0.959  -0.694  1.518
H  2.342  2.959  -0.380
H  0.594  2.388  -0.861
H  2.767  0.961  0.660
H  0.070  0.152  -1.569
H  -1.027  -0.835  -0.263
H  0.276  -1.369  1.762
H  1.901  -0.858  1.803
O  -2.412  -4.386  1.903
H  -2.570  -4.352  2.839
H  -1.516  -4.018  1.842
O  -1.820  2.499  -3.251
H  -2.549  2.227  -2.668
H  -1.038  2.421  -2.751

Computed properties:
Spin multiplicity: 1
Electronic energy: -9909.7037 eV
SMILES: C=CC(=C)N.O.O
Gap between HOMO and LUMO: 0.326 Eh
LUMO level: 0.477 eV

no.,E_HOMO (eV)
1,-8.40
2,-8.41